Entry 1
The following is a quantum chemistry calculation of a molecular structure, C38H33AsF6N4O6SY, from the Open Molecules 2025 dataset.

Positions of all 90 atoms, in Å:
C  6.87576  1.77400  -2.30509
H  -7.19521  -1.19408  1.66398
H  -4.99493  -0.63464  2.69559
C  -5.08334  -1.41822  1.95460
C  -5.82358  1.11807  -0.77111
H  -5.27279  -4.12563  -0.78050
H  1.04319  6.43310  -1.09860
C  -5.22434  -3.36967  -0.00305
H  2.61495  0.60711  4.74096
As  2.02408  -3.51307  0.07197
H  6.36773  -1.12049  3.52717
C  3.62121  0.70770  0.25977
C  -3.59243  -0.22208  -1.75988
C  -5.97410  0.25315  -1.86915
C  5.31947  0.13740  -1.47635
H  -6.94351  0.10130  -2.32751
H  -0.63582  -1.69857  -3.81050
C  3.35993  0.37372  3.99129
H  -4.48350  1.97611  0.67028
H  6.69789  3.74155  -1.46297
H  3.10504  3.17497  -2.96054
N  2.41605  0.66615  -0.13826
N  -2.49980  -0.26069  2.77663
F  1.33768  -1.92669  -0.37092
C  -2.45698  -0.84692  -2.39743
C  -4.85524  -0.38912  -2.34614
C  0.59969  4.49435  -0.34371
C  5.44913  -0.59809  3.28789
C  2.14853  4.92008  -2.15602
C  1.75854  2.65801  -1.38842
C  1.24488  5.37025  -1.18888
C  -1.73660  0.16352  3.92758
C  0.77464  -0.23458  -3.03165
C  -4.60294  1.32149  -0.18390
C  2.08406  1.18261  -1.47026
H  -2.66143  -1.25570  -3.39961
H  2.13241  1.17793  2.43593
F  0.46705  -4.22521  -0.16604
H  -7.73158  -2.42994  -1.26866
C  5.26687  2.38785  -0.62425
O  -2.30415  0.87456  -0.08709
Y  -0.27347  -0.00579  0.36547
F  3.57045  -2.73442  0.21789
H  6.80771  -0.26991  -2.96227
C  6.37621  0.47850  -2.30895
O  0.30338  1.24420  4.50569
H  4.81871  3.13014  0.02498
H  2.88120  1.02084  -2.20713
C  -0.29086  0.59705  3.64181
H  -4.93568  -1.05322  -3.20321
C  -0.23072  -1.38563  -2.83899
H  4.91746  -0.87030  -1.47076
C  3.96327  0.36379  1.65997
N  0.88257  0.47918  -1.80427
H  0.40309  0.45837  -3.80360
H  0.28452  -2.23032  -2.38292
H  2.65290  5.61351  -2.81708
H  1.75222  -0.60453  -3.36678
S  -2.35909  -1.70354  2.29606
H  -0.10366  4.84708  0.40073
C  5.16285  -0.27632  1.97326
H  7.69746  2.04168  -2.95843
N  -1.26723  -0.91358  -1.94215
H  5.85497  -0.54563  1.18498
C  -6.38719  -2.70361  0.37745
C  -7.69025  -2.97907  -0.32371
C  3.07183  0.69885  2.67243
H  -1.66137  -0.61592  4.69817
C  -4.00407  -3.06064  0.57360
C  4.54713  -0.27247  4.29659
C  4.76169  1.09313  -0.63181
H  -8.54084  -2.66105  0.28125
O  -1.45899  -1.83976  1.10859
C  0.80903  3.08834  -0.41177
C  -3.93720  -2.07750  1.55224
O  0.21766  0.21497  2.52693
C  6.31808  2.72725  -1.46319
C  -6.30157  -1.73422  1.36827
O  -2.10088  -2.72955  3.28943
H  -6.69366  1.63253  -0.37493
F  2.72824  -5.05380  0.43707
H  -3.09257  -3.55299  0.25917
C  -3.42703  0.65447  -0.64276
C  2.38990  3.55767  -2.23702
F  1.67606  -3.19749  1.71899
H  -2.23313  1.01839  4.39101
F  2.35347  -3.74117  -1.63066
O  0.18886  2.28446  0.37008
H  4.76952  -0.54283  5.32259
H  -7.80744  -4.04074  -0.54948

spin multiplicity	2
<S²>	0.755
HOMO-LUMO gap (spin up / spin down)	0.2503 / 0.2297	Eh
net charge	-2

Entry 2
The following is a quantum chemistry calculation of a molecular structure, C38H33AsF6N4O6SY, from the Open Molecules 2025 dataset.

Positions of all 90 atoms, in Å:
C  -3.05550  4.67380  -1.63824
C  -1.99271  -1.00178  -4.56331
H  -2.44231  1.36531  -2.00598
H  -0.65618  -5.19688  2.56731
N  1.48763  0.83668  -2.55788
H  2.31995  -4.21295  0.49417
C  -2.34767  0.98699  0.96088
C  0.20550  0.01263  -4.48041
C  -2.97740  2.30421  -2.04029
H  3.65749  2.47060  -0.50375
C  -1.30374  2.11153  0.97833
C  0.83115  0.31950  3.95591
C  0.49704  1.23952  6.14950
As  -0.98455  -3.83755  -1.42905
H  2.28943  -1.90450  4.79357
H  1.78579  1.59342  2.52769
C  3.53412  -1.09440  1.07381
H  2.04041  3.47501  4.12583
H  -2.86679  -1.34932  -4.02805
N  0.49225  -0.48858  1.76273
C  1.57676  2.55118  4.44744
C  0.29360  -0.14818  -5.87028
C  -2.36047  3.47421  -1.62243
H  -0.65808  1.89716  1.84406
C  -0.71383  -0.73748  -6.59944
H  0.98438  -5.94942  4.27733
C  2.68432  2.01993  -0.74924
H  5.52584  -2.98522  3.09818
H  -7.10982  3.38869  -2.09167
H  -1.75637  3.08155  1.18597
H  -0.12263  -0.73328  5.55872
C  4.54814  -1.43706  1.97889
N  2.47007  0.78036  -0.03389
C  -0.13404  -3.13843  2.76032
C  3.46344  0.26480  0.57409
O  -1.97148  -0.05015  0.31815
C  0.69869  -2.21479  3.38337
F  -2.00420  -4.73231  -0.34344
H  1.19022  0.20597  -6.37143
C  1.29043  0.69504  -3.81111
O  -1.09447  -0.27000  -2.51926
C  1.43918  1.50395  3.54995
H  -4.77038  1.42598  -2.79597
H  4.08352  -4.77235  2.12733
O  1.74533  -1.83777  -0.30384
H  2.00433  1.16344  -4.50396
H  0.11833  1.14119  7.15910
H  1.88886  2.71647  -0.50875
C  -1.86448  -1.16294  -5.91992
C  2.68675  -2.10198  0.51851
C  2.64389  1.68270  -2.23235
C  -4.29055  2.34693  -2.48260
H  -6.64715  2.78371  -3.67924
H  -6.71468  4.52634  -3.38078
S  -0.65558  3.42570  -1.06921
O  -0.50977  4.63890  -0.27503
C  -6.44617  3.56302  -2.94271
Y  0.13697  -0.27320  -0.69778
C  0.89589  -4.89746  4.03254
H  2.45593  -4.29801  5.38488
C  -0.95730  -0.41713  -3.78765
F  0.38614  -4.54998  -0.63681
H  1.20896  3.24142  6.44515
H  3.56133  1.13749  -2.48978
C  2.95202  -3.44435  0.91994
H  -0.84316  -2.80786  2.01470
F  -0.96365  -2.48914  -0.26576
C  1.62520  -2.62755  4.33626
C  -0.02701  -4.48257  3.08265
F  -0.97719  -5.12510  -2.58548
F  -2.38116  -3.16065  -2.17557
C  0.64732  -0.78413  2.96282
H  -0.62263  -0.86697  -7.67053
H  4.38648  0.85660  0.68264
C  4.74993  -2.73781  2.38429
O  0.16540  3.37145  -2.26380
C  1.10771  2.41952  5.74699
C  -5.00362  3.54070  -2.51002
H  -2.66891  -1.63444  -6.47497
H  2.59646  2.60651  -2.80983
H  -4.91309  5.64324  -2.09546
O  -3.40167  1.13240  1.58157
C  1.71957  -3.97075  4.66061
N  -0.47885  2.10876  -0.23350
C  3.93681  -3.73933  1.82786
C  0.35939  0.18786  5.25671
H  5.18627  -0.64310  2.35889
H  -2.55959  5.56914  -1.28667
C  -4.36865  4.70384  -2.08597
F  0.06279  -2.87845  -2.42657

spin multiplicity	2
<S²>	0.763
HOMO-LUMO gap (spin up / spin down)	0.2541 / 0.2321	Eh
net charge	-2

Ranking the structures above by energy, entry 2 is first and the second is 0.359 eV behind.